Entry 1:
ORCA calculation (wB97M-V/def2-TZVPD) on one molecule with the formula C18H21F2N5 in a non-equilibrium geometry.

Structure (XYZ):
```
46
C18H21F2N5, DFT wB97M-V/def2-TZVPD
C -0.113 0.458 3.422
C -1.592 0.714 3.289
N -2.443 0.553 4.354
N -3.626 0.905 3.980
N -3.535 1.337 2.669
C -4.751 1.774 1.932
C -2.266 1.138 2.196
C -1.793 1.400 0.810
C -2.244 2.528 0.037
N -1.857 2.718 -1.244
C -0.992 1.828 -1.755
C -0.437 1.825 -3.071
C 0.404 0.713 -3.129
N 0.436 0.095 -1.893
C 1.496 -0.886 -1.501
C 2.340 -0.473 -0.258
C 3.184 0.775 -0.486
C 3.903 1.136 0.788
C 4.848 0.003 1.261
F 5.280 0.277 2.535
F 5.928 -0.085 0.436
C 4.136 -1.349 1.306
C 3.261 -1.655 0.088
C -0.476 0.721 -1.084
C -0.916 0.494 0.209
H 0.082 -0.625 3.533
H 0.395 0.793 2.520
H 0.244 0.993 4.301
H -5.526 1.033 1.906
H -4.602 2.070 0.919
H -5.137 2.607 2.510
H -2.882 3.298 0.487
H -0.711 2.543 -3.848
H 1.034 0.391 -3.992
H 1.029 -1.791 -1.194
H 2.181 -1.157 -2.320
H 1.701 -0.221 0.575
H 3.926 0.592 -1.277
H 2.519 1.616 -0.802
H 3.227 1.375 1.621
H 4.473 2.058 0.650
H 4.814 -2.166 1.413
H 3.476 -1.307 2.170
H 3.852 -1.854 -0.784
H 2.589 -2.490 0.322
H -0.519 -0.361 0.739
```

* SMILES string: Cc1nnn(C)c1-c1cnc2ccn(CC3CCC(F)(F)CC3)c2c1
* ΔE to the lowest compared entry with this formula, charge and spin: 0.000 eV
* HOMO-LUMO gap: 0.319 hartree
* LUMO: 0.3 eV
* HOMO level: -8.38 eV
* 2S+1: 1

***

Entry 2:
ORCA calculation (wB97M-V/def2-TZVPD) on C42H47GeN5O4V as an isolated structure in a non-equilibrium geometry.

Structure (XYZ):
```
100
C42H47GeN5O4V, DFT wB97M-V/def2-TZVPD
V -0.159 0.474 0.223
C 0.291 -1.872 -2.692
N -0.211 -0.520 -2.919
C 0.745 0.250 -3.694
C 0.591 1.764 -3.565
C 1.028 2.359 -2.217
N 0.633 1.603 -1.054
C 1.933 2.487 0.868
C 2.198 1.896 2.244
C 2.981 2.629 3.129
C 3.147 2.247 4.453
C 2.500 1.093 4.892
C 1.730 0.344 4.017
C 1.560 0.708 2.674
O 0.862 -0.119 1.873
C -1.562 -0.567 -3.461
C -2.469 0.655 -3.218
C -2.289 1.372 -1.870
N -1.954 0.457 -0.770
C -2.940 -0.189 -0.272
C -2.861 -1.232 0.741
C -4.022 -1.640 1.397
C -3.988 -2.614 2.374
C -2.757 -3.201 2.690
C -1.599 -2.835 2.031
C -1.619 -1.839 1.038
O -0.541 -1.508 0.347
H 0.421 -2.436 -3.632
H -0.396 -2.415 -2.041
H 1.252 -1.825 -2.176
H 0.705 -0.031 -4.760
H 1.742 -0.018 -3.331
H -0.441 2.044 -3.772
H 1.212 2.234 -4.331
H 0.653 3.384 -2.159
H 2.118 2.428 -2.219
H 2.845 2.931 0.461
H 3.487 3.521 2.763
H 3.757 2.840 5.127
H 2.606 0.769 5.925
H 1.236 -0.565 4.344
H -2.041 -1.415 -2.973
H -1.551 -0.786 -4.541
H -3.495 0.280 -3.280
H -2.363 1.398 -4.014
H -3.208 1.906 -1.632
H -1.492 2.100 -1.939
H -3.944 0.043 -0.637
H -4.962 -1.157 1.140
H -4.890 -2.910 2.893
H -2.705 -3.953 3.472
H -0.648 -3.294 2.269
C 1.343 4.983 0.979
C 0.851 3.560 0.956
N 1.503 1.397 -0.036
O 2.645 0.537 -0.351
C -0.413 3.213 1.268
C -1.460 4.176 1.732
N -0.835 1.880 1.186
O -1.984 1.510 1.790
H 2.223 5.093 0.335
H 1.645 5.307 1.985
H 0.590 5.687 0.621
H 3.251 1.089 -0.865
H -1.073 5.193 1.807
H -1.815 3.848 2.710
H -2.327 4.150 1.067
C 3.715 -2.222 -0.744
Ge 2.322 -2.234 0.682
C 3.353 -1.893 2.321
C 4.404 -0.975 2.374
C 5.046 -0.687 3.577
C 4.627 -1.296 4.755
C 3.560 -2.188 4.725
C 2.926 -2.473 3.521
C 1.954 -4.210 0.780
C 0.683 -4.591 0.412
C 0.266 -5.949 0.403
C 1.137 -6.932 0.756
C 2.476 -6.611 1.104
C 3.404 -7.639 1.423
C 4.704 -7.350 1.717
C 5.143 -6.004 1.706
C 4.271 -4.993 1.416
C 2.899 -5.251 1.113
H 3.961 -3.263 -0.983
H 4.616 -1.711 -0.377
H 3.377 -1.718 -1.655
H 4.723 -0.470 1.467
H 5.866 0.023 3.597
H 5.119 -1.065 5.693
H 3.211 -2.645 5.645
H 2.086 -3.165 3.510
H -0.038 -3.825 0.132
H -0.753 -6.193 0.123
H 0.828 -7.972 0.764
H 3.057 -8.669 1.420
H 5.402 -8.146 1.952
H 6.179 -5.774 1.932
H 4.618 -3.971 1.415
```

* HOMO-LUMO gap (alpha / beta): 0.201 / 0.197 hartree
* LUMO (alpha / beta): 2.4 / 2.4 eV
* <S²>: 2.026
* net charge: -1
* HOMO level (alpha / beta): -3.04 / -2.98 eV
* 2S+1: 3

***

Entry 3:
ORCA calculation (wB97M-V/def2-TZVPD) on a 2-piece molecular cluster, C4H3NO overall in a non-equilibrium geometry.

Structure (XYZ):
```
9
C4H3NO, DFT wB97M-V/def2-TZVPD
C -1.738 0.017 0.449
C 0.817 -0.653 -0.531
C -1.350 -1.214 0.493
C 1.402 0.561 -0.136
N -1.830 1.218 0.396
O 0.377 0.383 -1.165
H -1.253 -2.179 0.274
H 1.071 1.009 0.703
H 2.504 0.858 -0.482
```

* ΔE to the lowest compared entry with this formula, charge and spin: 7.494 eV
* HOMO-LUMO gap (alpha / beta): 0.275 / 0.262 hartree
* LUMO (alpha / beta): -2.0 / -1.8 eV
* HOMO level (alpha / beta): -9.49 / -8.93 eV
* 2S+1: 1

***

Entry 4:
ORCA calculation (wB97M-V/def2-TZVPD) on a 2-piece molecular cluster, C2H4N2 overall in a non-equilibrium geometry.

Structure (XYZ):
```
8
C2H4N2, DFT wB97M-V/def2-TZVPD
C -1.876 0.015 0.046
C -0.697 -0.789 -0.157
N -2.846 0.629 0.070
N 0.841 0.709 -0.078
H -0.526 -1.344 0.726
H -0.279 -1.120 -1.001
H 0.597 1.416 -0.789
H 0.751 0.937 0.858
```

* ΔE to the lowest compared entry with this formula, charge and spin: 3.449 eV
* HOMO-LUMO gap (alpha / beta): 0.339 / 0.339 hartree
* LUMO (alpha / beta): -0.7 / -0.7 eV
* HOMO level (alpha / beta): -9.93 / -9.93 eV
* 2S+1: 1

***

Entry 5:
ORCA calculation (wB97M-V/def2-TZVPD) on C33H32AuN7O2PS2 as an isolated structure in a non-equilibrium geometry.

Structure (XYZ):
```
78
C33H32AuN7O2PS2, DFT wB97M-V/def2-TZVPD
Au -0.066 0.213 -0.227
C -3.220 -5.249 5.350
C -2.416 -4.120 4.792
C -2.409 -2.871 5.413
C -1.619 -1.844 4.927
C -0.851 -2.050 3.799
C -0.823 -3.289 3.186
C -1.600 -4.317 3.682
S 0.142 -0.722 3.125
O 1.316 -1.352 2.556
O 0.309 0.321 4.082
N -0.687 -0.200 1.796
C -1.710 0.670 1.869
C -2.556 0.929 2.958
C -3.586 1.826 2.791
C -3.762 2.463 1.564
C -2.880 2.173 0.543
N -1.911 1.289 0.694
H -4.119 -4.884 5.839
H -2.626 -5.784 6.092
H -3.499 -5.957 4.574
H -3.013 -2.710 6.294
H -1.558 -0.893 5.435
H -0.164 -3.460 2.350
H -1.554 -5.292 3.215
H -2.382 0.433 3.895
H -4.269 2.034 3.602
H -4.553 3.176 1.399
H -2.948 2.654 -0.422
C 2.375 -4.811 -0.238
C 2.909 -3.447 -0.048
N 4.154 -3.104 0.043
N 4.169 -1.770 0.197
C 2.925 -1.253 0.193
S 2.498 0.361 0.325
N 2.111 -2.331 0.027
N 0.736 -2.266 0.090
H 3.207 -5.507 -0.259
H 1.830 -4.888 -1.181
H 1.708 -5.085 0.580
H 5.036 -1.272 0.331
H 0.502 -2.016 1.063
H 0.318 -3.147 -0.194
N 0.076 0.510 -2.148
P -0.991 -0.285 -2.986
C -2.670 0.402 -2.809
C -2.734 1.782 -2.978
C -3.960 2.420 -2.918
C -5.109 1.687 -2.659
C -5.038 0.311 -2.501
C -3.819 -0.342 -2.585
C -1.143 -2.075 -2.665
C -0.590 -2.976 -3.564
C -0.675 -4.335 -3.316
C -1.317 -4.794 -2.175
C -1.845 -3.891 -1.264
C -1.754 -2.531 -1.500
C -0.575 -0.066 -4.727
C 0.656 0.501 -5.028
C 0.997 0.727 -6.349
C 0.105 0.391 -7.357
C -1.128 -0.169 -7.050
C -1.476 -0.401 -5.732
H -1.820 2.326 -3.176
H -4.028 3.486 -3.078
H -6.067 2.181 -2.611
H -5.939 -0.259 -2.324
H -3.781 -1.418 -2.497
H -0.116 -2.611 -4.463
H -0.253 -5.037 -4.017
H -1.416 -5.856 -2.006
H -2.352 -4.255 -0.381
H -2.151 -1.820 -0.786
H 1.316 0.771 -4.216
H 1.950 1.173 -6.588
H 0.366 0.577 -8.388
H -1.824 -0.415 -7.838
H -2.436 -0.828 -5.476
```

* ΔE to the lowest compared entry with this formula, charge and spin: 1.798 eV
* HOMO-LUMO gap: 0.221 hartree
* LUMO: -4.9 eV
* net charge: +1
* HOMO level: -10.95 eV
* 2S+1: 1

***

Entry 6:
ORCA calculation (wB97M-V/def2-TZVPD) on one molecule with the formula C7H12 in a non-equilibrium geometry.

Structure (XYZ):
```
19
C7H12, DFT wB97M-V/def2-TZVPD
C -4.108 -0.572 0.324
C -2.871 0.092 -0.021
C -1.695 0.266 0.205
C -0.383 0.824 -0.020
C 0.784 -0.145 0.103
C 2.081 0.516 -0.345
C 3.276 -0.417 -0.217
H -3.399 -0.956 1.103
H -4.482 -1.311 -0.400
H -4.925 0.057 0.703
H -0.254 1.675 0.656
H -0.443 1.216 -1.041
H 0.874 -0.494 1.141
H 0.589 -1.036 -0.508
H 2.245 1.426 0.250
H 1.970 0.850 -1.387
H 3.403 -0.744 0.821
H 3.134 -1.314 -0.831
H 4.204 0.067 -0.536
```

* SMILES string: CC#CCCCC
* ΔE to the lowest compared entry with this formula, charge and spin: 2.599 eV
* HOMO-LUMO gap: 0.357 hartree
* LUMO: 0.9 eV
* HOMO level: -8.84 eV
* 2S+1: 1

***

Entry 7:
ORCA calculation (wB97M-V/def2-TZVPD) on C48H38N3O2W as an isolated structure.

Structure (XYZ):
```
92
C48H38N3O2W, DFT wB97M-V/def2-TZVPD
W 0.145 -0.493 -0.153
O -1.681 -0.270 -0.360
C -2.718 0.686 -0.572
C -2.086 1.824 -1.373
C -0.954 2.552 -0.699
C -1.064 3.915 -0.473
C 0.024 4.621 0.008
C 1.215 3.945 0.186
C 1.268 2.578 -0.042
C 2.597 1.872 0.052
C 2.802 0.799 -1.028
O 1.915 -0.260 -0.658
C 2.434 1.262 -2.429
C 2.588 2.583 -2.830
C 2.248 2.974 -4.119
C 1.752 2.046 -5.021
C 1.610 0.720 -4.631
C 1.954 0.330 -3.346
C 4.226 0.262 -0.942
C 4.556 -0.637 0.069
C 5.856 -1.095 0.205
C 6.845 -0.653 -0.663
C 6.523 0.243 -1.670
C 5.218 0.698 -1.811
N 0.178 1.878 -0.408
C -3.216 1.144 0.795
C -3.900 2.350 0.923
C -4.374 2.766 2.158
C -4.185 1.973 3.281
C -3.530 0.758 3.156
C -3.047 0.347 1.921
C -3.830 -0.025 -1.339
C -4.318 0.426 -2.558
C -5.322 -0.273 -3.218
C -5.840 -1.433 -2.669
C -5.353 -1.892 -1.452
C -4.361 -1.191 -0.791
H -2.842 2.557 -1.648
H -1.705 1.398 -2.306
H -1.998 4.413 -0.694
H -0.046 5.683 0.201
H 2.114 4.464 0.490
H 2.714 1.376 1.021
H 3.391 2.618 -0.005
H 2.983 3.325 -2.147
H 2.376 4.007 -4.417
H 1.485 2.350 -6.024
H 1.240 -0.015 -5.333
H 1.862 -0.709 -3.056
H 3.785 -0.997 0.738
H 6.099 -1.803 0.986
H 7.860 -1.012 -0.559
H 7.286 0.587 -2.356
H 4.977 1.385 -2.612
H -4.090 2.967 0.054
H -4.903 3.706 2.239
H -4.557 2.295 4.245
H -3.392 0.124 4.022
H -2.538 -0.605 1.835
H -3.934 1.327 -3.018
H -5.696 0.095 -4.164
H -6.619 -1.978 -3.185
H -5.750 -2.799 -1.015
H -3.991 -1.555 0.159
C 0.134 -2.542 -0.028
C 0.127 -3.759 0.062
C 0.120 -5.192 0.114
C -0.436 -5.861 1.207
C -0.444 -7.246 1.250
C 0.112 -7.977 0.209
C 0.672 -7.320 -0.878
C 0.671 -5.937 -0.932
H -0.869 -5.286 2.015
H -0.884 -7.756 2.097
H 0.107 -9.058 0.245
H 1.105 -7.889 -1.691
H 1.097 -5.418 -1.780
N 1.127 -1.148 3.870
C 0.920 -1.429 2.584
N 0.413 -0.392 1.927
C 0.260 0.634 2.879
C -0.272 1.918 2.783
C -0.293 2.683 3.930
C 0.189 2.198 5.155
C 0.696 0.920 5.268
C 0.714 0.158 4.106
H 1.518 -1.787 4.543
H 1.132 -2.382 2.124
H -0.699 2.294 1.865
H -0.710 3.680 3.888
H 0.150 2.832 6.030
H 1.055 0.529 6.210
```

* ΔE to the lowest compared entry with this formula, charge and spin: 0.000 eV
* HOMO-LUMO gap (alpha / beta): 0.265 / 0.265 hartree
* LUMO (alpha / beta): -2.4 / -2.4 eV
* net charge: +1
* HOMO level (alpha / beta): -9.65 / -9.64 eV
* 2S+1: 1

***

Entry 8:
ORCA calculation (wB97M-V/def2-TZVPD) on a 2-piece molecular cluster, C5H12FOP overall in a non-equilibrium geometry.

Structure (XYZ):
```
20
C5H12FOP, DFT wB97M-V/def2-TZVPD
C -1.024 2.676 -0.095
C 0.964 -2.149 -0.987
C 1.431 -0.730 1.118
C -1.428 1.330 0.484
C 0.987 -0.740 -0.343
O -1.033 -0.232 -2.026
F -2.173 -1.783 1.250
P -0.725 -0.157 -0.593
H -1.311 3.474 0.546
H 0.062 2.684 -0.009
H -1.263 2.908 -1.126
H 0.920 -2.048 -2.022
H 1.846 -2.629 -0.751
H 0.202 -2.748 -0.723
H 0.772 -1.354 1.498
H 1.366 0.223 1.481
H 2.421 -1.088 1.235
H -2.498 1.096 0.493
H -0.872 1.160 1.509
H 1.357 0.104 -0.941
```

* ΔE to the lowest compared entry with this formula, charge and spin: 3.875 eV
* HOMO-LUMO gap (alpha / beta): 0.299 / 0.299 hartree
* LUMO (alpha / beta): -1.5 / -1.5 eV
* HOMO level (alpha / beta): -9.65 / -9.65 eV
* 2S+1: 1

***

Entry 9:
ORCA calculation (wB97M-V/def2-TZVPD) on C24H23N6NiO2S as an isolated structure in a non-equilibrium geometry.

Structure (XYZ):
```
57
C24H23N6NiO2S, DFT wB97M-V/def2-TZVPD
Ni -0.354 0.401 -0.067
O -1.544 1.739 -0.954
C -1.333 2.285 -2.098
C -2.393 3.090 -2.636
C -2.241 3.857 -3.781
C -1.028 3.848 -4.511
C -0.049 2.997 -4.066
C -0.141 2.231 -2.850
C 1.011 1.409 -2.473
N 1.012 0.628 -1.475
N 2.166 -0.138 -1.308
C 2.059 -0.846 -0.214
O 1.164 -0.784 0.702
C 3.103 -1.977 0.010
C 3.194 -2.669 1.213
C 4.133 -3.688 1.401
C 4.989 -4.040 0.358
C 4.924 -3.293 -0.855
C 3.998 -2.293 -0.992
H -3.356 3.093 -2.122
H -2.996 4.546 -4.071
H -0.925 4.394 -5.438
H 0.869 2.867 -4.673
H 1.932 1.504 -3.072
H 2.483 -2.356 1.974
H 4.143 -4.208 2.341
H 5.698 -4.831 0.480
H 5.649 -3.508 -1.611
H 3.958 -1.701 -1.912
C -4.471 -3.521 -1.292
C -3.542 -3.741 -0.116
N -3.373 -2.667 0.866
C -2.481 -1.658 0.690
S -1.797 -1.370 -0.872
N -2.206 -1.010 1.836
N -1.364 0.013 1.717
C -0.958 0.661 2.765
C -1.311 0.245 4.177
C -0.073 1.785 2.466
C 0.222 2.828 3.390
C 1.065 3.863 3.046
C 1.657 3.838 1.798
C 1.335 2.825 0.918
N 0.525 1.818 1.257
H -4.447 -4.388 -1.945
H -4.156 -2.626 -1.841
H -5.498 -3.341 -0.932
H -2.556 -4.015 -0.534
H -3.927 -4.597 0.459
H -3.586 -2.784 1.824
H -0.930 -0.751 4.391
H -2.392 0.191 4.280
H -0.898 0.946 4.902
H -0.272 2.791 4.334
H 1.240 4.682 3.783
H 2.310 4.650 1.428
H 1.758 2.773 -0.092
```

* HOMO-LUMO gap (alpha / beta): 0.248 / 0.249 hartree
* LUMO (alpha / beta): 2.8 / 2.8 eV
* <S²>: 2.007
* net charge: -1
* HOMO level (alpha / beta): -4.00 / -3.99 eV
* 2S+1: 3